(1)
{"formula": "C27H26BiN2O4S3", "method": "ωB97M-V with the def2-TZVPD basis set", "gap_ev": 7.811, "charge": 1, "lumo_ev": -3.3, "total_energy_ha": -2863.945647, "e_homo_ev": -11.114, "species": ["Bi", "O", "S", "O", "N", "C", "C", "C", "C", "C", "C", "C", "C", "N", "C", "C", "C", "C", "C", "C", "C", "H", "H", "H", "H", "H", "H", "H", "H", "H", "H", "H", "C", "O", "C", "S", "S", "H", "H", "H", "C", "C", "C", "C", "C", "C", "C", "O", "C", "C", "C", "H", "H", "H", "H", "H", "H", "H", "H", "H", "H", "H", "H"], "positions_angstrom": [[1.48, -1.18, -0.45], [1.43, -3.74, -0.34], [0.19, -3.91, -1.11], [0.24, -4.62, -2.34], [-0.18, -2.33, -1.27], [-1.24, -1.71, -1.90], [-2.28, -2.33, -2.55], [-3.31, -1.58, -3.14], [-3.32, -0.21, -3.08], [-2.26, 0.46, -2.44], [-2.18, 1.87, -2.36], [-1.11, 2.46, -1.74], [-0.11, 1.65, -1.18], [-0.17, 0.33, -1.22], [-1.22, -0.28, -1.84], [-1.10, -4.58, -0.10], [-1.77, -5.71, -0.54], [-2.81, -6.21, 0.22], [-3.17, -5.57, 1.40], [-2.49, -4.44, 1.83], [-1.44, -3.93, 1.08], [-2.28, -3.41, -2.62], [-4.11, -2.10, -3.64], [-4.11, 0.36, -3.54], [-2.96, 2.47, -2.81], [-1.01, 3.53, -1.67], [0.75, 2.09, -0.71], [-1.46, -6.18, -1.47], [-3.34, -7.09, -0.11], [-3.98, -5.97, 1.99], [-2.78, -3.95, 2.75], [-0.90, -3.06, 1.40], [6.16, -0.32, -3.15], [4.75, -0.46, -3.38], [3.95, -0.66, -2.38], [4.42, -0.79, -0.79], [2.28, -0.80, -2.86], [6.62, -0.24, -4.13], [6.55, -1.20, -2.63], [6.36, 0.57, -2.56], [0.64, 6.30, 1.78], [0.57, 4.83, 2.06], [-0.58, 4.25, 2.59], [-0.64, 2.89, 2.88], [-1.90, 2.32, 3.47], [0.47, 2.08, 2.57], [0.36, 0.64, 2.84], [0.83, -0.26, 2.17], [1.65, 2.65, 2.05], [2.90, 1.85, 1.83], [1.67, 4.01, 1.81], [-0.33, 6.78, 1.93], [0.96, 6.48, 0.75], [1.36, 6.77, 2.44], [-1.43, 4.87, 2.81], [-2.65, 3.10, 3.58], [-1.72, 1.90, 4.46], [-2.33, 1.53, 2.84], [-0.20, 0.37, 3.75], [3.07, 1.13, 2.63], [3.77, 2.51, 1.78], [2.87, 1.29, 0.89], [2.58, 4.47, 1.44]], "nbo_charge": [1.759, -0.970, 2.326, -0.896, -1.069, 0.133, -0.220, -0.166, -0.198, -0.094, -0.072, -0.266, 0.096, -0.563, 0.204, -0.281, -0.201, -0.200, -0.171, -0.192, -0.209, 0.237, 0.234, 0.228, 0.234, 0.243, 0.217, 0.253, 0.233, 0.230, 0.226, 0.226, -0.267, -0.469, 0.089, -0.170, -0.167, 0.217, 0.212, 0.205, -0.638, 0.053, -0.233, 0.047, -0.646, -0.168, 0.446, -0.602, 0.041, -0.632, -0.238, 0.224, 0.227, 0.237, 0.217, 0.232, 0.230, 0.221, 0.137, 0.233, 0.230, 0.207, 0.217]}

***

(2)
{"formula": "C27H26Br2N4O7PtS", "method": "ωB97M-V with the def2-TZVPD basis set", "gap_ev": [7.873, 5.057], "charge": 2, "s2": 6.0411, "lumo_ev": [-6.0, -9.1], "total_energy_ha": -7455.092512, "e_homo_ev": [-13.832, -14.153], "multiplicity": 5, "species": ["Pt", "C", "C", "C", "C", "C", "C", "Br", "C", "C", "Br", "C", "O", "C", "N", "H", "H", "H", "H", "H", "H", "C", "C", "C", "C", "C", "C", "C", "S", "O", "O", "N", "C", "C", "C", "O", "O", "H", "H", "H", "H", "H", "H", "H", "H", "H", "H", "H", "H", "O", "C", "N", "C", "O", "C", "C", "C", "C", "N", "C", "H", "H", "H", "H", "H", "H", "H", "H"], "positions_angstrom": [[-0.88, 1.18, 0.46], [-3.09, 3.43, -0.86], [-3.82, 2.30, -0.22], [-5.22, 2.21, -0.26], [-5.87, 1.19, 0.38], [-5.13, 0.23, 1.10], [-5.70, -0.87, 1.83], [-7.55, -1.12, 1.86], [-4.90, -1.77, 2.51], [-3.52, -1.63, 2.51], [-2.43, -2.87, 3.38], [-2.88, -0.56, 1.82], [-1.63, -0.41, 1.81], [-3.74, 0.37, 1.10], [-3.12, 1.37, 0.44], [-3.53, 3.70, -1.81], [-2.04, 3.18, -0.99], [-3.15, 4.30, -0.21], [-5.78, 2.95, -0.81], [-6.95, 1.11, 0.33], [-5.35, -2.60, 3.05], [7.05, -0.20, -2.52], [5.76, 0.18, -1.85], [4.85, -0.80, -1.45], [3.70, -0.45, -0.76], [3.45, 0.88, -0.49], [4.33, 1.88, -0.91], [5.47, 1.52, -1.59], [2.03, 1.32, 0.42], [1.29, 0.15, 0.84], [1.19, 2.26, -0.32], [2.65, 2.01, 1.78], [1.87, 2.11, 3.01], [1.10, 3.42, 3.17], [-0.51, 3.13, 3.08], [-1.02, 3.17, 4.18], [-0.91, 2.92, 1.92], [7.02, -1.20, -2.93], [7.85, -0.17, -1.78], [7.31, 0.51, -3.31], [5.05, -1.84, -1.67], [3.00, -1.21, -0.42], [4.10, 2.93, -0.74], [6.16, 2.29, -1.92], [3.27, 2.79, 1.59], [2.55, 2.00, 3.85], [1.21, 1.24, 3.04], [1.27, 4.11, 2.35], [1.28, 3.90, 4.12], [-0.79, -5.55, 1.24], [-0.51, -5.59, -0.14], [-0.34, -4.21, -0.53], [-0.44, -3.80, -1.81], [-0.61, -4.56, -2.75], [-0.32, -2.32, -2.04], [0.23, -1.85, -3.23], [0.30, -0.49, -3.45], [-0.18, 0.38, -2.48], [-0.73, -0.07, -1.35], [-0.80, -1.39, -1.13], [-0.72, -6.43, 1.61], [-1.33, -6.02, -0.73], [0.40, -6.16, -0.36], [-0.12, -3.57, 0.22], [0.57, -2.57, -3.97], [0.72, -0.09, -4.37], [-0.14, 1.45, -2.62], [-1.27, -1.70, -0.21]], "nbo_charge": [1.297, -0.655, 0.290, -0.212, -0.088, -0.151, 0.029, 0.227, -0.268, -0.091, 0.223, 0.373, -0.578, 0.190, -0.492, 0.255, 0.224, 0.262, 0.252, 0.258, 0.272, -0.646, 0.061, -0.196, -0.163, -0.405, -0.118, -0.216, 2.305, -0.951, -0.958, -0.847, -0.255, -0.385, 0.791, -0.247, -0.671, 0.233, 0.248, 0.239, 0.235, 0.243, 0.219, 0.238, 0.420, 0.256, 0.250, 0.259, 0.257, -0.725, 0.105, -0.617, 0.644, -0.575, -0.165, -0.079, -0.237, 0.054, -0.535, 0.115, 0.493, 0.185, 0.169, 0.408, 0.263, 0.251, 0.225, 0.206]}

***

(3)
{"formula": "C27H26BrCl2N4O3Sc", "method": "ωB97M-V with the def2-TZVPD basis set", "gap_ev": 7.623, "charge": 2, "lumo_ev": -5.9, "total_energy_ha": -5744.105274, "e_homo_ev": -13.531, "species": ["Sc", "N", "C", "C", "C", "C", "C", "C", "C", "C", "N", "C", "H", "H", "H", "H", "H", "H", "H", "H", "Cl", "C", "C", "C", "Cl", "C", "O", "C", "C", "O", "C", "H", "H", "H", "Br", "C", "C", "C", "N", "C", "C", "H", "H", "H", "H", "O", "C", "C", "C", "C", "C", "C", "N", "H", "H", "H", "H", "H", "H", "H", "H", "H", "H", "H"], "positions_angstrom": [[0.41, -0.11, -0.42], [1.60, -1.32, -2.03], [0.87, -1.51, -3.27], [1.26, -2.36, -4.26], [0.52, -2.46, -5.45], [-0.60, -1.70, -5.64], [-1.03, -0.81, -4.62], [-2.17, 0.01, -4.75], [-2.53, 0.84, -3.73], [-1.76, 0.84, -2.55], [-0.69, 0.08, -2.39], [-0.30, -0.73, -3.42], [1.91, -2.21, -1.66], [2.46, -0.80, -2.22], [2.17, -2.95, -4.14], [0.85, -3.14, -6.23], [-1.17, -1.76, -6.55], [-2.75, -0.02, -5.66], [-3.39, 1.49, -3.80], [-2.03, 1.47, -1.72], [5.61, 4.81, 1.72], [4.57, 3.50, 1.30], [5.02, 2.18, 1.51], [4.22, 1.11, 1.18], [4.79, -0.50, 1.44], [2.93, 1.30, 0.64], [2.18, 0.27, 0.34], [2.50, 2.63, 0.44], [1.21, 2.90, -0.10], [0.36, 2.05, -0.43], [3.33, 3.72, 0.77], [6.00, 2.01, 1.92], [0.94, 3.96, -0.23], [2.98, 4.73, 0.61], [0.40, -6.26, 2.74], [0.41, -4.61, 1.88], [1.47, -3.73, 2.05], [1.44, -2.52, 1.39], [0.42, -2.15, 0.60], [-0.60, -3.00, 0.45], [-0.65, -4.24, 1.06], [2.31, -3.99, 2.68], [2.26, -1.81, 1.49], [-1.41, -2.68, -0.19], [-1.49, -4.90, 0.90], [-1.37, 0.13, 0.63], [-2.25, 0.02, 1.51], [-1.98, -0.64, 2.82], [-1.93, 0.53, 3.85], [-1.58, 1.93, 3.28], [-2.73, 2.72, 2.62], [-3.19, 2.19, 1.27], [-3.38, 0.73, 1.42], [-1.03, -1.18, 2.77], [-2.77, -1.35, 3.08], [-1.21, 0.27, 4.62], [-2.90, 0.60, 4.35], [-0.73, 1.86, 2.60], [-1.22, 2.52, 4.13], [-2.42, 3.77, 2.50], [-3.58, 2.74, 3.31], [-2.43, 2.35, 0.50], [-4.11, 2.64, 0.93], [-4.03, 0.52, 2.17]], "nbo_charge": [1.888, -0.876, 0.085, -0.176, -0.179, -0.150, -0.108, -0.057, -0.267, 0.130, -0.591, 0.220, 0.416, 0.419, 0.238, 0.248, 0.242, 0.245, 0.252, 0.218, 0.072, -0.061, -0.150, -0.096, 0.042, 0.385, -0.809, -0.266, 0.474, -0.665, -0.147, 0.263, 0.175, 0.245, 0.192, -0.035, -0.265, 0.065, -0.579, 0.049, -0.257, 0.262, 0.246, 0.214, 0.259, -0.746, 0.799, -0.517, -0.394, -0.423, -0.421, -0.220, -0.581, 0.234, 0.257, 0.243, 0.219, 0.196, 0.249, 0.238, 0.216, 0.211, 0.233, 0.397]}